15 unconnected molecules or ions with the total composition H30O15 at a distorted geometry, computed with ωB97M-V with the def2-TZVPD basis set.

Each line ends with the Mulliken charge.
Cartesian coordinates (Å):
1 O 5.747 -20.815 -0.582  -0.64
2 H 6.077 -21.444 0.060  0.30
3 H 6.331 -20.912 -1.335  0.28
4 O 8.089 -23.507 4.573  -0.64
5 H 8.967 -23.877 4.659  0.32
6 H 7.577 -23.942 5.255  0.28
7 O 3.569 -18.957 -0.480  -0.60
8 H 2.947 -19.176 0.214  0.31
9 H 4.248 -19.628 -0.415  0.36
10 O 12.677 -19.797 3.303  -0.66
11 H 11.946 -20.017 2.725  0.47
12 H 13.417 -20.294 2.955  0.28
13 O 8.923 -18.321 2.567  -0.56
14 H 9.138 -18.766 3.387  0.39
15 H 8.379 -18.948 2.090  0.22
16 O 6.296 -17.193 -1.174  -0.59
17 H 5.861 -17.712 -1.851  0.30
18 H 6.667 -17.841 -0.576  0.29
19 O 12.226 -15.258 0.393  -0.62
20 H 12.973 -15.797 0.652  0.31
21 H 11.518 -15.885 0.242  0.31
22 O 12.029 -15.704 5.040  -0.62
23 H 12.545 -16.225 4.425  0.30
24 H 11.386 -15.253 4.493  0.36
25 O 9.232 -22.487 1.269  -0.63
26 H 8.804 -22.808 2.062  0.28
27 H 8.755 -22.906 0.552  0.26
28 O 11.132 -20.695 1.433  -0.69
29 H 10.337 -21.168 1.187  0.35
30 H 11.293 -20.100 0.701  0.32
31 O 6.643 -21.211 5.029  -0.69
32 H 7.139 -21.937 4.651  0.38
33 H 5.899 -21.629 5.462  0.28
34 O 11.525 -20.035 5.912  -0.64
35 H 11.854 -19.570 5.142  0.34
36 H 10.575 -20.051 5.796  0.32
37 O 9.939 -14.244 3.660  -0.69
38 H 9.158 -14.798 3.670  0.48
39 H 9.889 -13.775 2.827  0.30
40 O 7.617 -15.654 3.657  -0.72
41 H 7.901 -15.622 2.744  0.25
42 H 6.678 -15.830 3.611  0.31
43 O 8.673 -19.385 5.099  -0.68
44 H 8.417 -18.530 5.445  0.36
45 H 7.856 -19.883 5.061  0.35

## Properties
HOMO level: -0.35795 Eh
LUMO: -0.9 eV
energy above the lowest of the compared OMol25 structures with the same formula, charge and spin: 201.4 kJ/mol
energy: -31199.57864 eV
gap between HOMO and LUMO: 8.86 eV


15 unconnected molecules or ions with the total composition H30O15 at a distorted geometry, computed with ωB97M-V with the def2-TZVPD basis set.

Each line ends with the Mulliken charge.
Cartesian coordinates (Å):
1 O -11.130 4.570 -13.499  -0.67
2 H -11.669 4.203 -12.825  0.43
3 H -11.782 4.747 -14.218  0.33
4 O -16.389 6.108 -9.008  -0.70
5 H -15.515 5.710 -9.074  0.23
6 H -16.186 7.066 -9.010  0.33
7 O -13.645 5.234 -9.686  0.86
8 H -13.228 4.767 -10.381  -0.26
9 H -13.608 4.679 -8.951  -0.04
10 O -11.572 4.039 -7.969  -0.65
11 H -11.239 4.340 -8.826  0.23
12 H -10.834 3.835 -7.497  0.31
13 O -10.792 5.770 -10.178  -0.57
14 H -11.467 5.833 -10.887  0.23
15 H -10.073 5.450 -10.771  0.35
16 O -13.375 2.298 -8.809  -0.58
17 H -12.619 2.715 -8.400  0.26
18 H -13.259 1.404 -8.528  0.29
19 O -13.814 2.423 -5.852  -0.63
20 H -13.601 3.218 -6.386  0.35
21 H -13.371 1.707 -6.308  0.28
22 O -15.917 3.053 -9.026  -0.64
23 H -15.795 3.611 -9.769  0.26
24 H -15.066 2.670 -8.952  0.49
25 O -12.585 3.251 -11.549  -0.67
26 H -11.869 2.975 -10.932  0.27
27 H -13.067 2.472 -11.838  0.30
28 O -12.750 7.494 -8.516  -0.75
29 H -12.311 7.114 -7.737  0.48
30 H -12.974 6.694 -8.999  0.15
31 O -15.100 6.375 -12.103  -0.57
32 H -15.500 5.531 -12.007  0.31
33 H -15.838 6.962 -12.419  0.28
34 O -11.655 6.218 -6.448  -0.76
35 H -10.787 6.499 -6.696  0.31
36 H -11.747 5.360 -6.833  0.42
37 O -15.690 3.589 -11.657  -0.76
38 H -15.976 3.454 -12.564  0.30
39 H -14.839 3.260 -11.497  0.18
40 O -12.405 6.891 -12.171  -0.69
41 H -12.260 6.300 -12.927  0.32
42 H -13.295 6.887 -11.906  0.34
43 O -14.567 4.642 -7.108  -0.44
44 H -14.637 5.232 -6.397  0.20
45 H -15.454 4.348 -7.273  0.29

## Properties
HOMO level: -0.34917 Eh
LUMO: -0.7 eV
energy above the lowest of the compared OMol25 structures with the same formula, charge and spin: 199.7 kJ/mol
energy: -31199.59571 eV
gap between HOMO and LUMO: 8.78 eV


15 unconnected molecules or ions with the total composition H30O15 at a distorted geometry, computed with ωB97M-V with the def2-TZVPD basis set.

Each line ends with the Mulliken charge.
Cartesian coordinates (Å):
1 H 0.532 0.139 0.180  0.35
2 H -0.935 0.018 0.492  0.20
3 H 3.041 -2.484 1.021  0.33
4 H 4.474 -2.006 0.629  0.28
5 H 0.574 2.051 0.781  0.22
6 H 1.852 2.167 -0.099  0.32
7 H -0.981 1.341 -2.469  0.27
8 H -0.544 2.792 -2.849  0.29
9 H -5.153 -1.731 0.689  0.28
10 H -5.482 -2.109 -0.719  0.28
11 H 1.653 0.014 -1.096  0.22
12 H 2.875 -0.826 -1.448  0.21
13 H -3.335 -1.506 -2.952  0.26
14 H -2.796 -0.990 -1.731  0.28
15 H 2.150 -1.810 -2.814  0.26
16 H 2.364 -3.317 -2.478  0.30
17 H 1.390 -0.051 1.893  0.33
18 H 2.478 0.859 2.505  0.30
19 H 0.102 -2.953 -1.488  0.25
20 H 0.170 -1.664 -0.546  0.33
21 H -1.396 2.676 2.912  0.27
22 H -2.548 2.915 3.693  0.32
23 H 4.600 1.445 0.023  0.28
24 H 5.915 0.769 -0.144  0.32
25 H 0.614 3.712 -1.429  0.27
26 H -0.259 3.620 -0.270  0.33
27 H -2.124 -3.466 3.027  0.31
28 H -1.998 -4.039 4.430  0.31
29 H -3.191 0.885 -0.713  0.21
30 H -3.690 2.003 0.040  0.34
31 O -0.145 -0.418 0.599  -0.57
32 O 3.995 -2.319 1.415  -0.63
33 O 0.881 2.133 -0.100  -0.53
34 O -0.932 2.206 -2.190  -0.54
35 O -5.133 -1.398 -0.234  -0.53
36 O 2.139 -0.791 -0.830  -0.56
37 O -3.443 -0.788 -2.437  -0.57
38 O 1.719 -2.678 -2.705  -0.56
39 O 1.553 0.705 2.483  -0.59
40 O 0.630 -2.119 -1.267  -0.44
41 O -1.962 3.360 3.070  -0.59
42 O 5.499 1.645 0.002  -0.61
43 O 0.341 4.278 -0.702  -0.62
44 O -1.579 -3.346 3.873  -0.62
45 O -3.915 1.074 -0.047  -0.57

## Properties
HOMO level: -0.34210 Eh
LUMO: -0.6 eV
energy above the lowest of the compared OMol25 structures with the same formula, charge and spin: 784.0 kJ/mol
energy: -31193.53972 eV
gap between HOMO and LUMO: 8.71 eV